Entry 1:
{"formula": "C5H8O", "method": "ωB97M-V with the def2-TZVPD basis set", "symbols": ["O", "C", "C", "C", "C", "C", "H", "H", "H", "H", "H", "H", "H", "H"], "xyz": [[-0.8769, -1.8477, 0.0644], [-1.5397, -0.8235, -0.1987], [-1.0972, 0.5016, -0.0052], [0.2174, 1.0671, -0.5061], [1.2693, -0.0137, -0.2767], [0.7401, -0.5970, 0.9879], [-2.5659, -0.9749, -0.5814], [-1.9025, 1.2385, 0.0615], [0.1756, 1.4577, -1.5337], [0.4738, 1.9157, 0.1449], [1.2702, -0.7689, -1.0670], [2.2931, 0.3757, -0.1750], [0.9559, -1.6195, 1.2682], [0.5870, 0.0888, 1.8170]], "homo_lumo_gap_ev": [8.00, 7.01], "e_above_lowest_ev": 4.344, "charge": 0, "e_tot_ha": -270.39827}

Entry 2:
{"formula": "C5H5NO2", "method": "ωB97M-V with the def2-TZVPD basis set", "symbols": ["H", "N", "C", "C", "C", "C", "C", "O", "O", "H", "H", "H", "H"], "xyz": [[1.2759, 0.4888, 3.1315], [0.2952, 0.8112, 2.7739], [0.2977, 0.5011, 1.5448], [1.3025, -0.3802, 0.8450], [0.6063, -0.6974, -0.3187], [-0.6064, 0.0840, -0.4890], [-1.4525, 0.3474, -1.4709], [-1.2619, -0.3587, -2.6939], [-0.6982, 0.9657, 0.6484], [2.3269, -0.5528, 1.1527], [0.8503, -1.2402, -1.2731], [-2.1454, 1.3279, -1.3809], [-0.7903, -1.2967, -2.4697]], "homo_lumo_gap_ev": 8.27, "smiles": "[H]/N=C1C=C/C(=C\\O)O\\1", "e_above_lowest_ev": 3.324, "charge": 0, "e_tot_ha": -398.65631}

Entry 3:
{"formula": "C14H13BrN2O3S", "method": "ωB97M-V with the def2-TZVPD basis set", "symbols": ["C", "C", "C", "C", "O", "C", "C", "O", "N", "N", "C", "O", "C", "C", "C", "C", "S", "C", "C", "C", "Br", "H", "H", "H", "H", "H", "H", "H", "H", "H", "H", "H", "H", "H"], "xyz": [[-0.4477, 3.5792, -1.5907], [-0.7732, 2.1229, -1.5773], [-1.9088, 1.6468, -0.9465], [-2.1930, 0.2850, -0.8815], [-3.2901, -0.0597, -0.1277], [-3.4003, -1.3984, 0.2992], [-2.1153, -1.9200, 0.9421], [-1.7499, -3.0749, 0.8792], [-1.4248, -0.9724, 1.6239], [-0.0636, -1.1631, 1.8824], [0.7732, -0.1699, 1.4275], [0.3250, 0.9199, 1.1123], [2.1910, -0.4910, 1.4048], [2.8800, -1.6039, 1.8187], [4.2589, -1.5025, 1.5733], [4.5962, -0.3253, 0.9730], [3.2479, 0.6886, 0.7038], [-1.3551, -0.6248, -1.5145], [-0.2160, -0.1649, -2.1518], [0.0742, 1.1842, -2.1606], [1.6963, 1.7495, -2.9791], [-1.2595, 4.1605, -1.1632], [0.4557, 3.7575, -1.0072], [-0.2598, 3.9229, -2.6076], [-2.5820, 2.3313, -0.4548], [-3.6690, -2.0735, -0.5231], [-4.2121, -1.4056, 1.0324], [-1.6332, 0.0176, 1.5126], [0.1938, -2.1421, 1.8450], [2.4240, -2.4552, 2.2914], [4.9691, -2.2688, 1.8265], [5.5717, 0.0005, 0.6706], [-1.5574, -1.6840, -1.5072], [0.4538, -0.8664, -2.6258]], "homo_lumo_gap_ev": 8.68, "smiles": "Cc1cc(OCC(=O)NNC(=O)c2cccs2)ccc1Br", "e_above_lowest_ev": 0.000, "charge": 0, "e_tot_ha": -3848.72594}

Entry 4:
{"formula": "C34H29AsF5O7P2S2TeZr", "method": "ωB97M-V with the def2-TZVPD basis set", "symbols": ["Zr", "S", "C", "C", "C", "C", "C", "C", "As", "C", "C", "C", "C", "C", "C", "C", "C", "C", "C", "C", "C", "H", "H", "H", "H", "H", "H", "H", "H", "H", "H", "H", "H", "H", "H", "F", "C", "C", "F", "C", "F", "C", "S", "C", "F", "C", "F", "C", "C", "O", "P", "O", "O", "O", "P", "O", "O", "O", "H", "H", "H", "H", "H", "H", "H", "C", "Te", "C", "C", "C", "C", "C", "C", "C", "H", "H", "H", "H", "H", "H", "H", "H"], "xyz": [[0.7102, 0.4387, 1.1274], [0.3396, -1.7312, -0.1406], [1.3420, -2.3223, -1.4865], [2.3475, -3.2436, -1.2233], [3.0351, -3.8839, -2.2551], [2.8188, -3.5357, -3.5809], [1.9065, -2.5179, -3.8608], [1.1753, -1.9160, -2.8198], [-0.2202, -0.3665, -2.9415], [-1.4825, -1.1807, -4.2551], [-1.4574, -2.4999, -4.7660], [-2.2707, -2.8755, -5.8046], [-3.2849, -2.0261, -6.2989], [-3.2882, -0.7247, -5.7634], [-2.4307, -0.2753, -4.7698], [0.8461, 0.7651, -4.1209], [2.2465, 0.7763, -3.9264], [3.0492, 1.5817, -4.7167], [2.5741, 2.4637, -5.6517], [1.1505, 2.5999, -5.7584], [0.2938, 1.7810, -5.0127], [2.6363, -3.4219, -0.2100], [3.7677, -4.5903, -1.9941], [3.2481, -4.1683, -4.3355], [1.5814, -2.2932, -4.8897], [-0.7659, -3.2088, -4.3148], [-2.0342, -3.7901, -6.3038], [-4.0893, -2.3012, -6.9614], [-3.8750, 0.0661, -6.2543], [-2.4061, 0.7227, -4.4746], [2.8089, 0.0652, -3.2445], [4.1442, 1.3581, -4.5760], [3.1860, 2.9404, -6.3243], [0.6999, 3.2501, -6.4590], [-0.7963, 1.8297, -5.1846], [-2.8669, 5.6053, 3.5341], [-1.8789, 5.0478, 2.8563], [-1.3917, 3.8049, 3.2633], [-1.7026, 3.3212, 4.5023], [-0.5379, 3.1214, 2.3954], [-0.1773, 1.8263, 2.6157], [-0.2144, 3.5829, 1.1144], [0.5399, 2.6453, -0.2361], [-0.6420, 4.9110, 0.8125], [-0.2169, 5.4188, -0.3558], [-1.4189, 5.6556, 1.6771], [-1.8998, 6.8168, 1.3503], [3.7808, -2.0038, 2.9205], [3.9139, -0.4994, 3.2472], [5.1355, -0.3802, 3.9803], [4.1262, 0.3108, 1.7096], [4.6241, 1.8020, 1.9746], [5.2441, -0.5406, 0.9428], [2.9145, 0.4580, 0.8041], [2.3776, 0.0747, 3.9818], [2.5652, 1.6834, 3.8856], [2.2202, -0.5150, 5.3344], [1.2095, -0.2140, 2.9591], [4.7138, -2.5528, 2.6496], [3.0759, -2.1997, 2.0677], [3.3073, -2.5275, 3.8029], [5.2085, 0.4490, 4.4707], [4.3836, 2.4055, 1.1902], [6.1333, -0.1041, 1.0474], [2.5780, 2.1272, 4.7636], [-2.6648, -1.8016, 2.9457], [-2.3734, -0.1521, 1.3403], [-3.6968, 0.8415, 3.0762], [-4.2752, -0.2117, 3.9694], [-5.2586, 0.0169, 4.9200], [-5.9021, -1.0772, 5.4964], [-5.5443, -2.3960, 5.2450], [-4.4158, -2.6386, 4.4804], [-3.8417, -1.5781, 3.8081], [-1.6956, -1.7923, 3.4531], [-2.6116, -2.6343, 2.2490], [-4.5202, 1.4556, 2.7037], [-2.9400, 1.4956, 3.5585], [-5.6486, 0.9998, 5.0621], [-6.9169, -0.9956, 5.9406], [-6.2445, -3.1776, 5.5293], [-4.0613, -3.6508, 4.5129]], "homo_lumo_gap_ev": 6.19, "e_above_lowest_ev": 3.053, "charge": 1, "e_tot_ha": -6368.90737}

Entry 5:
{"formula": "C6H18BrNaO8PS", "method": "ωB97M-V with the def2-TZVPD basis set", "symbols": ["Na", "Br", "O", "H", "O", "S", "O", "O", "C", "C", "C", "H", "H", "H", "H", "H", "H", "H", "H", "C", "O", "P", "O", "O", "C", "O", "C", "H", "H", "H", "H", "H", "H", "H", "H", "H"], "xyz": [[0.4870, 1.8696, -1.6338], [2.0216, 3.6480, 0.1432], [2.1070, 2.2877, -3.4073], [2.8217, 1.6216, -3.4032], [1.5343, -0.4253, -0.2781], [2.5734, -1.1924, 0.3286], [2.4967, -2.6191, 0.3653], [4.0021, -0.8119, -0.3925], [4.0615, -0.7850, -1.8236], [3.6294, -2.0657, -2.5388], [3.0623, -0.6242, 2.0001], [5.1386, -0.6307, -1.8880], [3.6170, 0.0510, -2.3636], [3.9664, -2.9848, -2.0595], [4.2030, -2.0047, -3.4637], [2.5791, -2.0846, -2.8299], [3.6388, 0.2997, 2.0456], [3.6928, -1.4773, 2.2507], [2.1751, -0.5638, 2.6305], [-3.3299, 3.1975, 1.0286], [-2.5429, 1.9619, 1.3517], [-2.7789, 0.6797, 0.4425], [-2.0981, 0.8256, -0.8949], [-2.2996, -0.5492, 1.4057], [-2.2354, -1.8569, 0.8694], [-4.3540, 0.3938, 0.4021], [-5.1175, 0.0588, 1.4881], [-2.6143, 4.0032, 1.1923], [-4.1919, 3.1933, 1.6958], [-3.7106, 3.2689, 0.0098], [-2.6795, -2.6493, 1.4719], [-1.1843, -2.1351, 0.7919], [-2.6341, -1.8072, -0.1439], [-5.7997, -0.6647, 1.0418], [-5.6396, 0.9537, 1.8268], [-4.5977, -0.3822, 2.3387]], "homo_lumo_gap_ev": [8.06, 4.86], "e_above_lowest_ev": 0.000, "charge": 0, "multiplicity": 2, "e_tot_ha": -4317.21815}

Entry 6:
{"formula": "C3H4O2", "method": "ωB97M-V with the def2-TZVPD basis set", "symbols": ["C", "C", "C", "O", "O", "H", "H", "H", "H"], "xyz": [[0.0253, 0.5126, 0.8012], [1.2425, 0.2326, 0.3580], [-0.4968, -0.6172, -0.1385], [0.9189, -0.7741, -0.5177], [-1.4405, -0.3235, -1.1384], [-0.4205, 1.4212, 1.0363], [2.2930, 0.4011, 0.5056], [-0.9688, -1.3250, 0.5948], [-1.1532, 0.4722, -1.5012]], "homo_lumo_gap_ev": 10.10, "e_above_lowest_ev": 2.777, "charge": 0, "e_tot_ha": -267.09074}

Entry 7:
{"formula": "C12H18B3FINO5", "method": "ωB97M-V with the def2-TZVPD basis set", "symbols": ["C", "C", "C", "I", "B", "O", "B", "O", "B", "C", "C", "C", "F", "O", "H", "H", "H", "H", "H", "H", "H", "H", "H", "H", "H", "H", "H", "O", "N", "O", "C", "C", "C", "C", "C", "C", "H", "H", "H", "H", "H"], "xyz": [[-3.8785, 2.8965, -1.0388], [-2.4443, 2.2392, -1.4818], [-2.3208, 0.6194, -1.2643], [-4.1983, -0.4916, -1.4284], [-1.4983, 0.2723, 0.1560], [-0.2807, -0.6132, 0.1865], [0.6777, 0.1919, 1.0129], [0.4520, 1.6799, 1.0657], [-0.7880, 1.7781, 1.9124], [-0.9486, 2.7409, 3.2347], [-0.3012, 4.2401, 3.0915], [1.3065, 4.2757, 2.7664], [2.0512, 3.1199, 3.3564], [-1.9018, 0.8628, 1.4783], [-4.4588, 2.3179, -0.2038], [-4.5040, 3.0727, -2.0280], [-3.6271, 3.9674, -0.5773], [-2.2253, 2.4625, -2.6319], [-1.5890, 2.7777, -0.8577], [-1.6069, 0.1988, -2.1238], [1.5546, -0.2599, 1.6516], [-2.1213, 2.8960, 3.3938], [-0.5480, 2.1681, 4.1771], [-0.8403, 4.8184, 2.2218], [-0.4359, 4.7847, 4.1442], [1.7623, 5.3300, 3.0882], [1.4355, 4.1811, 1.5863], [4.0066, -6.9761, -2.3294], [2.9567, -6.4717, -2.7549], [2.2702, -6.9482, -3.6702], [2.4984, -5.2224, -2.1355], [3.2636, -4.6285, -1.1224], [2.8351, -3.4274, -0.5538], [1.6519, -2.8296, -0.9906], [0.8864, -3.4287, -1.9923], [1.3062, -4.6284, -2.5705], [4.1880, -5.0817, -0.7710], [3.4255, -2.9552, 0.2285], [1.3247, -1.8902, -0.5481], [-0.0361, -2.9581, -2.3253], [0.7000, -5.0810, -3.3524]], "homo_lumo_gap_ev": 9.15, "smiles": "CC[C@H](I)B1OBOB(CCCF)O1.O=[N+]([O-])c1ccccc1", "charge": 0, "e_tot_ha": -1371.14448}

Entry 8:
{"formula": "H16O8", "method": "ωB97M-V with the def2-TZVPD basis set", "symbols": ["O", "H", "H", "O", "H", "H", "O", "H", "H", "O", "H", "H", "O", "H", "H", "O", "H", "H", "O", "H", "H", "O", "H", "H"], "xyz": [[-15.9660, 12.5808, -11.8850], [-15.6641, 11.6622, -11.7446], [-15.2105, 13.1271, -12.0194], [-17.0556, 13.9069, -10.0336], [-16.8105, 13.3391, -10.7850], [-18.0209, 13.8491, -9.9182], [-16.7206, 16.0743, -12.3970], [-16.9149, 16.3048, -11.4950], [-17.3100, 15.4199, -12.7553], [-20.1811, 12.1134, -11.3188], [-19.9320, 11.8650, -10.4132], [-20.8726, 11.4689, -11.6076], [-18.2702, 13.4564, -12.9696], [-17.4938, 12.9421, -12.7937], [-18.7640, 13.1842, -12.2194], [-19.8181, 11.2311, -14.3866], [-19.6862, 10.6065, -13.5910], [-19.6345, 12.0764, -13.9297], [-18.8141, 9.7553, -12.3055], [-18.0586, 9.4888, -12.8787], [-18.4494, 10.3355, -11.6485], [-16.0849, 13.8631, -14.9911], [-15.8389, 14.7827, -15.0741], [-16.9242, 13.8657, -14.5405]], "homo_lumo_gap_ev": 10.08, "smiles": "O.O.O.O.O.O.O.O", "e_above_lowest_ev": 2.413, "charge": 0, "e_tot_ha": -611.49395}

Entry 9:
{"formula": "C9H23N5Na5O7Pb", "method": "ωB97M-V with the def2-TZVPD basis set", "symbols": ["Na", "Na", "Na", "Na", "Na", "Pb", "C", "O", "O", "O", "C", "O", "C", "C", "N", "C", "C", "O", "C", "H", "H", "H", "H", "H", "H", "H", "H", "H", "H", "H", "H", "H", "H", "H", "C", "O", "N", "N", "H", "H", "H", "H", "C", "O", "N", "N", "H", "H", "H", "H"], "xyz": [[-10.8902, 21.9781, 27.5143], [-7.9117, 22.5968, 28.3864], [-12.4804, 19.8272, 30.4450], [-9.7808, 19.2864, 28.0027], [-12.9394, 23.4765, 30.2478], [-12.5152, 21.7052, 33.6158], [-10.4562, 22.0169, 30.4361], [-10.0235, 21.0830, 29.7038], [-10.5055, 23.1803, 29.9748], [-11.2435, 21.7361, 31.4045], [-5.9331, 24.6796, 26.6951], [-5.8173, 23.8299, 27.8196], [-5.1630, 24.4800, 28.8928], [-5.1529, 23.4495, 30.0170], [-6.5432, 23.2007, 30.4481], [-6.7350, 21.8910, 31.0826], [-6.3304, 21.9485, 32.5637], [-7.0924, 22.9459, 33.1995], [-6.5874, 23.1923, 34.5045], [-5.0158, 25.1821, 26.3658], [-6.6257, 25.5166, 26.8193], [-6.0766, 24.1124, 25.7724], [-5.7129, 25.4133, 29.0656], [-4.1913, 24.8450, 28.5513], [-4.5243, 23.7244, 30.8662], [-4.6676, 22.5525, 29.6246], [-6.6142, 23.9225, 31.1600], [-6.1983, 21.1782, 30.4466], [-7.7419, 21.5241, 30.8218], [-5.2495, 22.1181, 32.5492], [-6.3808, 20.9462, 33.0037], [-7.2359, 23.7881, 35.1446], [-5.6274, 23.7106, 34.4508], [-6.3996, 22.2792, 35.0777], [-9.5117, 19.9755, 34.1998], [-10.5012, 20.6757, 34.5726], [-8.9658, 20.0495, 33.0020], [-9.0256, 18.9926, 34.9830], [-9.3601, 20.6921, 32.3399], [-8.1801, 19.5060, 32.6864], [-8.0521, 18.7313, 34.9445], [-9.5565, 18.9855, 35.8472], [-8.3883, 26.5258, 30.0049], [-7.8488, 27.4085, 29.3684], [-8.4773, 26.3828, 31.3476], [-9.0862, 25.5120, 29.3943], [-8.9589, 25.6100, 31.7542], [-8.0262, 27.0916, 31.9088], [-9.5535, 24.7927, 29.8926], [-9.0475, 25.5409, 28.3857]], "homo_lumo_gap_ev": 2.52, "charge": 5, "e_tot_ha": -2159.60378}